Entry 1:
Computed, not measured: a molecular structure, C52H28CrN9S2 at a distorted geometry, with ωB97M-V/def2-TZVPD.

Each line ends with the Mulliken spin population.
CARTESIAN COORDINATES (ANGSTROEM)
Cr (0.586, -0.342, -0.057)  1.04
C (-0.348, 7.439, -1.081)  0.00
C (-1.249, 6.699, -0.328)  0.00
C (-1.065, 5.335, -0.160)  -0.01
C (0.015, 4.678, -0.750)  -0.01
C (0.918, 5.435, -1.499)  0.00
C (0.737, 6.799, -1.662)  0.00
C (0.170, 3.214, -0.576)  -0.02
C (0.146, 2.387, -1.696)  0.06
C (0.120, 2.843, -3.057)  -0.03
C (0.334, 1.753, -3.835)  0.02
C (0.406, 0.627, -2.957)  -0.06
N (0.253, 1.022, -1.671)  -0.04
C (0.408, -0.737, -3.352)  0.04
C (-0.451, -1.561, -2.606)  -0.05
C (-1.255, -2.612, -3.145)  -0.01
C (-2.188, -2.903, -2.199)  0.00
C (-1.895, -2.084, -1.062)  -0.02
C (-2.530, -2.211, 0.205)  0.10
C (-3.953, -2.511, 0.310)  -0.04
C (-4.777, -2.590, -0.834)  0.03
C (-6.131, -2.850, -0.751)  -0.02
C (-6.750, -3.021, 0.480)  0.04
C (-5.984, -2.854, 1.626)  -0.02
C (-4.631, -2.586, 1.547)  0.03
C (-1.731, -1.969, 1.356)  -0.04
N (-0.740, -1.048, 1.390)  -0.01
C (-0.414, -0.893, 2.724)  0.04
C (0.159, 0.261, 3.233)  -0.02
C (0.228, 0.417, 4.715)  -0.01
C (-0.944, 0.673, 5.427)  -0.01
C (-0.918, 0.806, 6.806)  0.00
C (0.283, 0.678, 7.492)  0.00
C (1.454, 0.435, 6.790)  0.00
C (1.429, 0.315, 5.407)  0.00
C (0.432, 1.382, 2.436)  0.05
C (0.590, 2.706, 2.949)  0.01
C (0.511, 3.549, 1.885)  0.01
C (0.332, 2.727, 0.727)  0.01
N (0.344, 1.411, 1.070)  -0.07
C (-1.045, -1.918, 3.500)  -0.03
C (-1.882, -2.572, 2.654)  0.03
N (-0.844, -1.275, -1.327)  0.02
C (1.144, -1.236, -4.510)  0.00
C (1.829, -0.388, -5.393)  0.01
C (2.513, -0.886, -6.486)  -0.01
C (2.567, -2.250, -6.728)  0.01
C (1.993, -3.114, -5.805)  -0.01
C (1.315, -2.618, -4.709)  0.02
H (-0.489, 8.505, -1.210)  0.00
H (-2.104, 7.187, 0.124)  0.00
H (-1.776, 4.762, 0.423)  0.00
H (1.775, 4.943, -1.940)  0.00
H (1.452, 7.372, -2.242)  0.00
H (-0.050, 3.855, -3.384)  0.00
H (0.352, 1.720, -4.912)  0.00
H (-1.187, -3.015, -4.141)  0.00
H (-2.935, -3.678, -2.254)  0.00
H (-4.346, -2.402, -1.804)  0.01
H (-6.718, -2.898, -1.661)  0.00
H (-7.809, -3.240, 0.547)  0.00
H (-6.456, -2.909, 2.600)  0.00
H (-4.094, -2.385, 2.460)  0.01
H (-1.875, 0.766, 4.880)  0.00
H (-1.834, 1.009, 7.349)  0.00
H (0.302, 0.763, 8.572)  0.00
H (2.393, 0.330, 7.319)  0.00
H (2.342, 0.125, 4.860)  0.00
H (0.716, 2.961, 3.990)  0.00
H (0.582, 4.625, 1.889)  0.00
H (-0.881, -2.098, 4.550)  0.00
H (-2.492, -3.432, 2.878)  0.00
H (1.865, 0.674, -5.198)  0.00
H (3.044, -0.202, -7.137)  0.00
H (3.102, -2.639, -7.585)  0.00
H (2.113, -4.185, -5.913)  0.00
H (0.977, -3.310, -3.951)  0.00
S (1.422, -2.833, -0.538)  -0.05
C (2.818, -2.602, -1.535)  0.00
C (3.336, -3.781, -2.143)  0.00
N (3.728, -4.757, -2.621)  0.00
C (3.399, -1.394, -1.820)  0.00
S (2.895, 0.140, -1.193)  -0.02
C (4.485, -1.349, -2.739)  0.00
N (5.353, -1.277, -3.497)  0.00
N (2.000, -0.706, 1.299)  0.00
C (2.838, -1.050, 2.011)  0.02
C (3.850, -1.440, 2.876)  0.00
C (3.651, -2.438, 3.851)  0.00
N (3.533, -3.240, 4.678)  0.00
C (5.102, -0.785, 2.862)  0.00
N (6.128, -0.252, 2.906)  0.00

Output
**F_max**: 1.0 eV/Å
**2S+1**: 2
**E_LUMO (spin up / spin down)**: 2.90 / 2.87 eV
**Energy**: -4332.09869 Eh
**Frontier orbital gap (spin up / spin down)**: 4.43 / 4.41 eV
**Net charge**: -2
**E_HOMO (spin up / spin down)**: -1.528 / -1.548 eV

---

Entry 2:
Computed, not measured: 2 unconnected molecules or ions with the total composition C4H10NOS at a distorted geometry, with ωB97M-V/def2-TZVPD.

Each line ends with the natural charge from an NBO analysis.
CARTESIAN COORDINATES (ANGSTROEM)
C (-1.472, 1.214, -0.340)  -0.41
C (-0.091, 0.970, -1.020)  -0.51
C (-1.397, 0.261, 0.890)  -0.24
C (0.745, 0.401, -0.005)  0.28
N (0.103, -0.069, 1.052)  -0.51
O (1.344, -2.272, -0.513)  -0.97
S (2.444, 0.399, -0.028)  0.27
H (-1.513, 2.287, -0.052)  0.24
H (-2.281, 0.985, -0.965)  0.25
H (-0.002, 0.324, -1.839)  0.28
H (0.623, 1.794, -1.390)  0.27
H (-1.877, 0.777, 1.777)  0.25
H (-2.010, -0.744, 0.655)  0.23
H (0.382, -0.663, 1.763)  0.43
H (0.912, -2.772, 0.098)  0.47
H (1.539, -2.777, -1.306)  0.50
H (2.551, -0.114, 1.223)  0.15

Output
**F_max**: 5.6 eV/Å
**E_LUMO**: -3.99 eV
**Energy**: -686.31374 Eh
**Frontier orbital gap**: 10.35 eV
**Net charge**: +1
**E_HOMO**: -14.347 eV

---

Entry 3:
Computed, not measured: 2 unconnected molecules or ions with the total composition H4O2 at a distorted geometry, with ωB97M-V/def2-TZVPD.

Each line ends with the natural charge from an NBO analysis.
CARTESIAN COORDINATES (ANGSTROEM)
H (1.166, -1.096, -0.527)  0.45
H (0.545, 0.082, 0.167)  0.49
H (-1.743, 1.240, 0.199)  0.49
H (-1.577, -0.078, -0.675)  0.49
O (1.286, -0.588, 0.276)  -0.96
O (-1.084, 0.570, -0.172)  -0.96

Output
**SMILES**: O.O
**F_max**: 2.5 eV/Å
**E_LUMO**: 0.48 eV
**Energy**: -152.86657 Eh
**Frontier orbital gap**: 11.09 eV
**E_HOMO**: -10.610 eV

---

Entry 4:
Computed, not measured: 2 unconnected molecules or ions with the total composition C32H31N3O2 at a distorted geometry, with ωB97M-V/def2-TZVPD.

Each line ends with the natural charge from an NBO analysis.
CARTESIAN COORDINATES (ANGSTROEM)
C (4.729, 2.442, -4.773)  -0.62
C (4.974, 1.039, -4.273)  -0.07
O (3.890, 0.616, -3.424)  -0.54
C (4.150, -0.645, -2.941)  0.75
C (3.037, -1.251, -2.275)  -0.67
C (3.224, -2.578, -2.000)  0.30
N (3.310, -3.728, -1.745)  -0.48
O (5.252, -1.181, -3.088)  -0.66
H (5.569, 2.733, -5.408)  0.21
H (3.814, 2.513, -5.371)  0.20
H (4.677, 3.154, -3.944)  0.20
H (5.049, 0.333, -5.115)  0.18
H (5.914, 1.002, -3.705)  0.19
H (2.060, -0.797, -2.360)  0.22
C (0.200, 5.404, -0.146)  -0.41
N (0.886, 4.539, 0.813)  -0.43
C (0.780, 4.946, 2.169)  0.14
C (-0.497, 5.278, 2.662)  -0.19
C (-0.644, 5.794, 3.944)  -0.22
C (0.484, 6.041, 4.736)  -0.21
C (1.755, 5.717, 4.250)  -0.20
C (1.906, 5.136, 2.987)  -0.23
C (1.138, 3.217, 0.473)  0.24
C (2.042, 2.440, 1.240)  -0.22
C (2.197, 1.097, 0.966)  -0.11
C (1.308, 0.449, 0.065)  -0.21
C (1.279, -0.966, -0.053)  0.12
C (0.067, -1.718, -0.139)  -0.21
C (0.113, -3.026, -0.685)  -0.10
C (-1.027, -3.761, -0.901)  -0.29
C (-2.268, -3.311, -0.410)  0.35
N (-3.414, -4.095, -0.575)  -0.49
C (-3.543, -4.910, -1.795)  -0.40
C (-4.131, -4.584, 0.557)  0.13
C (-5.274, -3.943, 1.060)  -0.17
C (-6.011, -4.543, 2.085)  -0.22
C (-5.594, -5.764, 2.632)  -0.21
C (-4.453, -6.406, 2.133)  -0.19
C (-3.738, -5.825, 1.091)  -0.23
C (-2.318, -2.089, 0.300)  -0.29
C (-1.202, -1.271, 0.358)  -0.12
C (0.435, 1.244, -0.726)  -0.07
C (0.414, 2.614, -0.583)  -0.31
H (0.560, 5.186, -1.154)  0.22
H (-0.886, 5.258, -0.110)  0.18
H (0.430, 6.447, 0.105)  0.22
H (-1.365, 5.132, 2.013)  0.21
H (-1.647, 6.025, 4.305)  0.22
H (0.366, 6.502, 5.717)  0.22
H (2.639, 5.933, 4.847)  0.22
H (2.895, 4.880, 2.606)  0.22
H (2.606, 2.914, 2.042)  0.22
H (2.941, 0.497, 1.492)  0.23
H (2.203, -1.510, 0.152)  0.26
H (1.075, -3.442, -0.973)  0.27
H (-0.946, -4.734, -1.388)  0.22
H (-4.034, -5.858, -1.549)  0.21
H (-4.157, -4.373, -2.532)  0.20
H (-2.567, -5.113, -2.243)  0.20
H (-5.590, -3.001, 0.606)  0.21
H (-6.920, -4.057, 2.448)  0.22
H (-6.169, -6.227, 3.436)  0.22
H (-4.125, -7.366, 2.535)  0.22
H (-2.874, -6.331, 0.655)  0.22
H (-3.262, -1.799, 0.761)  0.23
H (-1.278, -0.288, 0.828)  0.23
H (-0.204, 0.752, -1.462)  0.22
H (-0.232, 3.217, -1.223)  0.23

Output
**F_max**: 3.6 eV/Å
**E_LUMO**: -1.94 eV
**Energy**: -1552.61129 Eh
**Frontier orbital gap**: 4.49 eV
**E_HOMO**: -6.436 eV